Run one
C28H84O14 | wB97M-V/def2-TZVPD

Calculated values
HOMO level = -9.139 eV
spin multiplicity = 1
frontier orbital gap = 9.103 eV

Each line ends with the Mulliken charge.
Atoms and positions in Å:
C1 -0.918 -2.724 3.162  -1.179
C2 -0.811 -3.453 1.807  0.910
O1 -2.036 -3.341 1.098  -0.451
H1 -1.651 -3.197 3.816  0.434
H2 -1.213 -1.675 3.126  0.008
H3 -0.014 -2.866 3.754  0.370
H4 -0.392 -4.455 1.901  0.370
H5 -0.063 -2.902 1.237  -0.736
H6 -1.824 -3.349 0.161  0.345
C3 -1.149 5.038 4.162  -1.242
C4 -0.783 4.184 2.929  0.470
O2 0.284 4.810 2.237  -0.580
H7 -1.971 4.544 4.680  0.337
H8 -1.536 5.999 3.822  0.314
H9 -0.354 5.153 4.898  0.284
H10 -1.634 3.975 2.282  0.057
H11 -0.533 3.166 3.227  0.064
H12 1.072 4.567 2.729  0.262
C5 -4.944 -1.657 0.662  -0.622
C6 -4.994 -2.152 2.095  0.118
O3 -5.827 -1.349 2.904  -0.568
H13 -5.920 -1.606 0.178  0.411
H14 -4.317 -2.376 0.134  0.030
H15 -4.479 -0.678 0.548  0.024
H16 -4.003 -2.185 2.546  -0.129
H17 -5.392 -3.163 2.188  0.406
H18 -5.656 -1.648 3.800  0.331
C7 0.004 -0.931 -6.067  -1.454
C8 -0.366 -0.283 -4.714  0.320
O4 -0.983 1.005 -4.875  -0.623
H19 0.607 -0.251 -6.669  0.388
H20 -0.907 -1.137 -6.629  0.384
H21 0.489 -1.896 -5.922  0.353
H22 0.421 -0.262 -3.960  0.163
H23 -1.213 -0.820 -4.289  0.063
H24 -1.686 0.868 -5.515  0.344
C9 2.768 2.561 2.123  -0.668
C10 3.288 3.120 3.439  -0.461
O5 2.217 3.887 3.990  -0.500
H25 3.558 2.089 1.537  0.209
H26 2.312 3.367 1.548  0.459
H27 1.929 1.878 2.257  0.114
H28 4.137 3.795 3.327  0.307
H29 3.596 2.383 4.180  0.304
H30 2.432 4.280 4.839  0.238
C11 2.230 -4.210 0.298  -0.589
C12 3.706 -4.139 0.017  -0.105
O6 4.379 -5.312 0.454  -0.567
H31 2.105 -4.421 1.361  0.449
H32 1.760 -5.024 -0.253  0.491
H33 1.695 -3.312 -0.009  -0.306
H34 4.144 -3.286 0.537  0.185
H35 3.843 -3.983 -1.053  0.018
H36 5.237 -4.990 0.739  0.369
C13 -4.053 1.813 2.782  -0.965
C14 -3.067 1.218 3.806  0.400
O7 -3.307 1.812 5.089  -0.601
H37 -3.996 2.875 2.542  0.338
H38 -5.038 1.659 3.224  0.440
H39 -3.996 1.324 1.810  -0.008
H40 -2.039 1.456 3.531  -0.194
H41 -3.102 0.134 3.911  0.277
H42 -2.731 1.426 5.754  0.313
C15 3.032 0.564 -2.512  -0.717
C16 3.704 0.148 -1.168  0.306
O8 3.179 -1.047 -0.793  -0.427
H43 3.369 -0.079 -3.325  0.400
H44 3.241 1.596 -2.795  0.496
H45 1.948 0.517 -2.402  -0.403
H46 3.510 0.870 -0.376  -0.483
H47 4.783 0.148 -1.327  0.504
H48 3.444 -1.177 0.120  -0.067
C17 1.350 3.925 -1.974  -0.692
C18 0.683 3.662 -3.359  -0.232
O9 -0.599 3.048 -3.191  -0.475
H49 1.366 2.976 -1.438  -0.153
H50 0.751 4.632 -1.400  0.329
H51 2.373 4.281 -2.094  0.459
H52 1.353 2.942 -3.829  0.195
H53 0.637 4.597 -3.918  0.288
H54 -0.663 2.266 -3.744  0.235
C19 -3.279 5.023 0.059  -1.172
C20 -2.188 4.651 -0.966  0.551
O10 -2.783 4.134 -2.150  -0.635
H55 -4.068 5.589 -0.435  0.442
H56 -2.879 5.669 0.840  0.312
H57 -3.752 4.143 0.495  0.077
H58 -1.655 3.806 -0.529  -0.290
H59 -1.519 5.467 -1.240  0.294
H60 -2.068 3.694 -2.615  0.568
C21 -1.831 -3.270 -3.808  -1.552
C22 -2.160 -2.724 -2.426  0.035
O11 -1.029 -3.060 -1.607  -0.512
H61 -1.793 -4.358 -3.871  0.429
H62 -0.950 -2.875 -4.313  0.230
H63 -2.736 -3.035 -4.369  0.461
H64 -3.067 -3.243 -2.116  0.261
H65 -2.344 -1.650 -2.444  0.354
H66 -0.508 -2.265 -1.480  0.123
C23 2.141 -3.262 -3.354  -0.551
C24 1.724 -4.706 -3.501  -0.338
O12 1.936 -5.167 -4.808  -0.573
H67 1.736 -2.646 -4.157  0.125
H68 3.219 -3.101 -3.360  0.541
H69 1.714 -2.793 -2.467  -0.100
H70 0.669 -4.817 -3.252  0.095
H71 2.298 -5.324 -2.810  0.314
H72 1.395 -5.950 -4.940  0.328
C25 -1.151 0.514 0.491  -0.320
C26 0.012 0.489 -0.485  0.528
O13 0.408 -0.883 -0.745  2.491
H73 -1.552 1.520 0.617  0.054
H74 -0.724 0.115 1.412  -0.180
H75 -1.936 -0.161 0.151  -0.081
H76 0.875 1.031 -0.098  -0.579
H77 -0.299 0.936 -1.429  0.052
H78 1.353 -0.987 -0.877  -1.264
C27 2.412 -1.439 3.134  -0.567
C28 3.803 -0.815 3.197  -0.306
O14 4.256 -0.698 1.897  -0.304
H79 2.413 -2.447 2.719  0.087
H80 1.667 -0.881 2.567  -0.034
H81 2.061 -1.607 4.152  0.509
H82 4.485 -1.543 3.636  0.421
H83 3.736 0.150 3.701  0.018
H84 5.185 -0.453 1.883  0.172

***

Run two
C28H84O14 | wB97M-V/def2-TZVPD

Calculated values
HOMO level = -9.219 eV
spin multiplicity = 1
frontier orbital gap = 9.321 eV

Each line ends with the Mulliken charge.
Atoms and positions in Å:
C1 -1.012 4.700 1.320  -0.771
C2 -1.905 5.342 2.293  0.107
O1 -2.795 6.151 1.746  -0.591
H1 -0.279 4.037 1.780  0.163
H2 -0.395 5.455 0.833  0.478
H3 -1.631 4.246 0.546  0.122
H4 -1.414 5.920 3.075  0.308
H5 -2.550 4.602 2.768  -0.147
H6 -3.280 6.435 2.525  0.387
C3 1.942 -5.637 1.119  -1.125
C4 0.501 -5.071 0.894  0.598
O2 -0.373 -5.366 1.925  -0.631
H7 2.195 -5.184 2.077  0.273
H8 2.695 -5.276 0.418  0.196
H9 1.962 -6.723 1.210  0.365
H10 0.170 -5.490 -0.056  0.160
H11 0.483 -4.024 0.594  -0.362
H12 -1.113 -4.766 1.801  0.560
C5 -0.610 -0.995 5.080  -1.247
C6 -0.391 -1.477 3.632  0.043
O3 -1.280 -0.861 2.762  0.553
H13 0.155 -1.397 5.744  0.430
H14 -1.621 -1.105 5.472  0.328
H15 -0.392 0.070 5.155  0.011
H16 -0.579 -2.549 3.692  0.239
H17 0.666 -1.457 3.365  0.122
H18 -1.024 -1.005 1.848  -0.231
C7 -0.714 0.764 -5.777  -1.526
C8 -0.273 0.402 -4.279  1.585
O4 0.907 -0.293 -4.424  -0.568
H19 -0.797 -0.148 -6.369  0.439
H20 0.007 1.346 -6.352  0.421
H21 -1.656 1.310 -5.817  0.350
H22 -1.072 -0.248 -3.923  -0.595
H23 -0.145 1.293 -3.664  -0.460
H24 1.594 0.246 -4.824  0.331
C9 -4.088 -1.057 -2.993  -0.282
C10 -4.526 0.371 -2.865  -0.366
O5 -3.710 1.057 -2.040  -0.290
H25 -3.892 -1.386 -1.972  -0.097
H26 -3.086 -1.118 -3.419  -0.207
H27 -4.674 -1.616 -3.722  0.449
H28 -5.571 0.534 -2.599  0.317
H29 -4.432 0.901 -3.813  0.302
H30 -3.639 1.995 -2.231  0.215
C11 -0.046 0.889 0.519  -0.500
C12 -0.555 -0.117 -0.554  0.854
O6 -0.478 -1.393 -0.087  0.132
H31 -0.002 1.886 0.080  0.035
H32 0.996 0.768 0.815  0.095
H33 -0.550 1.087 1.465  -0.083
H34 0.047 -0.099 -1.463  -0.220
H35 -1.558 0.132 -0.900  -0.231
H36 -0.006 -1.955 -0.707  -0.155
C13 -4.170 1.471 1.208  -0.630
C14 -3.351 1.899 2.422  0.526
O7 -3.393 0.869 3.448  -0.682
H37 -3.950 0.407 1.124  -0.007
H38 -3.942 2.008 0.287  0.141
H39 -5.232 1.689 1.324  0.366
H40 -3.912 2.697 2.908  0.309
H41 -2.324 2.262 2.398  -0.620
H42 -2.717 0.221 3.238  0.285
C15 3.833 -2.650 2.649  -0.599
C16 4.099 -1.143 2.361  0.089
O8 5.384 -0.996 1.799  -0.597
H43 4.602 -3.141 3.246  0.360
H44 3.804 -3.272 1.755  -0.023
H45 2.841 -2.690 3.100  0.185
H46 4.077 -0.560 3.282  0.420
H47 3.430 -0.659 1.649  -0.174
H48 5.446 -1.066 0.843  0.378
C17 -0.281 3.119 4.438  -0.623
C18 -1.236 3.436 5.643  -0.386
O9 -2.179 4.389 5.179  -0.467
H49 0.387 2.331 4.786  0.462
H50 0.385 3.947 4.192  0.413
H51 -0.660 2.613 3.551  -0.323
H52 -0.711 3.795 6.528  0.321
H53 -1.902 2.591 5.817  0.336
H54 -2.926 4.355 5.780  0.278
C19 3.462 -1.219 -1.616  0.441
C20 4.561 -2.347 -1.505  -0.759
O10 5.725 -1.871 -0.841  -0.529
H55 3.102 -1.120 -0.592  -0.218
H56 2.603 -1.436 -2.251  -0.061
H57 3.998 -0.413 -2.118  0.122
H58 4.906 -2.637 -2.497  0.573
H59 4.183 -3.245 -1.016  0.150
H60 6.445 -2.255 -1.347  0.306
C21 4.147 2.728 -1.239  -0.820
C22 4.593 2.201 0.134  -0.018
O11 5.656 1.264 -0.127  -0.537
H61 3.672 1.939 -1.823  0.006
H62 4.980 3.017 -1.879  0.368
H63 3.376 3.492 -1.137  0.254
H64 3.831 1.625 0.660  0.014
H65 4.938 2.990 0.802  0.475
H66 6.068 1.173 0.735  0.302
C23 0.742 3.927 -2.682  -0.797
C24 0.256 4.329 -4.075  -0.177
O12 1.333 4.859 -4.955  -0.537
H67 1.255 2.973 -2.799  0.137
H68 -0.054 3.868 -1.940  0.199
H69 1.446 4.632 -2.239  0.496
H70 -0.527 5.079 -3.961  0.358
H71 -0.285 3.523 -4.569  0.051
H72 2.134 4.415 -4.669  0.296
C25 0.329 -3.991 -4.728  -1.315
C26 0.923 -3.490 -3.440  -0.095
O13 0.299 -2.384 -2.760  -0.288
H73 -0.339 -3.231 -5.134  0.260
H74 -0.331 -4.859 -4.722  0.331
H75 1.084 -4.097 -5.507  0.381
H76 1.933 -3.156 -3.678  0.078
H77 1.006 -4.328 -2.748  0.484
H78 0.350 -1.572 -3.270  -0.073
C27 -4.451 -3.771 0.542  -1.231
C28 -3.412 -3.675 1.590  -0.060
O14 -2.076 -3.532 1.105  -0.095
H79 -5.410 -3.967 1.022  0.431
H80 -4.308 -4.576 -0.178  0.322
H81 -4.481 -2.853 -0.044  0.129
H82 -3.557 -4.456 2.337  0.470
H83 -3.770 -2.755 2.051  0.098
H84 -1.948 -2.842 0.450  0.057

***

Most stable structure - run one; separation to the second - 301.2 kJ/mol.